[1]
C3H8O5 as an isolated structure. Source: OMol25; level of theory: ωB97M-V/def2-TZVPD.

Positions of all 16 atoms, in Å:
C: -1.782 -0.006 -0.009
C: 2.270 0.056 0.135
C: -0.439 0.475 -0.547
O: 0.521 0.499 0.483
O: -2.804 0.102 -0.977
O: -1.595 -1.341 0.410
O: 3.099 1.038 0.474
O: 2.105 -0.958 0.932
H: -2.575 -0.477 -1.716
H: -2.387 -1.631 0.877
H: 3.237 0.988 1.434
H: 0.967 -0.607 0.964
H: -2.103 0.633 0.819
H: 2.203 -0.036 -0.951
H: -0.573 1.476 -0.965
H: -0.144 -0.208 -1.362

Largest force on an atom (eV/Å): 0.28
Highest occupied orbital energy (eV): -10.161
ΔE to the lowest compared entry with this formula, charge and spin (kcal per mole): 0.0
HOMO-LUMO gap (eV): 10.921

***

[2]
A 2-piece molecular cluster, HO3S3 overall. Source: OMol25; level of theory: ωB97M-V/def2-TZVPD.

Positions of all 7 atoms, in Å:
O: 2.433 1.439 -0.528
O: 4.145 -0.301 -1.019
O: 2.845 -0.223 1.153
S: -0.317 -1.336 0.798
S: 0.670 -1.551 -1.017
S: 2.990 0.134 -0.241
H: 0.692 -1.639 1.563

Total charge: -1
Largest force on an atom (eV/Å): 1.52
Highest occupied orbital energy (alpha / beta) (eV): -3.727 / -3.730
ΔE to the lowest compared entry with this formula, charge and spin (kcal per mole): 24.0
HOMO-LUMO gap (alpha / beta) (eV): 6.707 / 6.714

***

[3]
The molecule C4H6N2. Source: OMol25; level of theory: ωB97M-V/def2-TZVPD.

Positions of all 12 atoms, in Å:
C: 1.175 1.136 0.438
N: 0.139 0.609 1.273
C: -0.781 -0.130 0.862
C: -1.065 -0.604 -0.561
C: -0.018 -1.451 -1.070
N: 0.807 -2.116 -1.501
H: 1.036 2.223 0.403
H: 2.130 0.946 0.940
H: 1.215 0.732 -0.584
H: -1.492 -0.461 1.616
H: -2.008 -1.153 -0.592
H: -1.139 0.269 -1.223

Largest force on an atom (eV/Å): 0.66
SMILES string: C/N=C\CC#N
Highest occupied orbital energy (eV): -9.830
ΔE to the lowest compared entry with this formula, charge and spin (kcal per mole): 30.9
HOMO-LUMO gap (eV): 10.575

***

[4]
C8H18F6FeN6O18S2 as an isolated structure. Source: OMol25; level of theory: ωB97M-V/def2-TZVPD.

Positions of all 59 atoms, in Å:
Fe: 0.131 0.959 -3.095
C: 0.367 -0.137 1.414
F: -0.069 0.750 2.236
F: 1.554 0.308 1.037
F: 0.558 -1.396 1.934
S: -0.825 -0.204 -0.173
O: -2.015 0.573 0.153
O: -0.114 0.361 -1.308
O: -1.021 -1.630 -0.426
C: 4.369 0.811 -3.126
F: 5.159 -0.317 -3.315
F: 4.022 0.780 -1.851
F: 4.992 1.922 -3.578
S: 2.636 0.683 -4.158
O: 1.669 -0.213 -3.538
O: 1.786 1.849 -3.902
O: 2.872 0.402 -5.544
C: -4.394 1.000 -2.108
N: -3.315 0.413 -3.020
O: -2.170 0.833 -2.937
O: -3.740 -0.245 -3.880
H: -4.621 0.119 -1.507
H: -5.193 1.509 -2.646
H: -3.874 1.727 -1.484
C: -2.605 -2.858 2.143
N: -3.440 -1.739 1.772
O: -3.556 -0.828 2.573
O: -3.921 -1.814 0.685
H: -3.159 -3.592 2.729
H: -1.875 -2.348 2.771
H: -2.127 -3.438 1.354
C: 1.766 4.064 0.400
N: 1.896 3.492 -1.016
O: 2.409 4.194 -1.859
O: 1.520 2.397 -1.237
H: 1.669 3.201 1.060
H: 0.837 4.629 0.476
H: 2.569 4.780 0.575
C: -2.132 -3.060 -2.632
N: -1.353 -2.279 -3.664
O: -0.685 -1.273 -3.277
O: -1.291 -2.732 -4.813
H: -2.978 -2.505 -2.225
H: -1.438 -3.379 -1.854
H: -2.600 -3.962 -3.026
C: -0.051 3.205 4.647
N: -0.018 4.017 3.343
O: -0.407 3.577 2.253
O: 0.459 5.130 3.412
H: 0.808 2.536 4.701
H: -0.973 2.636 4.764
H: 0.149 3.961 5.406
C: 2.609 -3.634 4.021
N: 3.730 -4.101 3.112
O: 4.367 -5.081 3.410
O: 3.837 -3.503 2.026
H: 1.962 -2.899 3.542
H: 3.140 -3.130 4.828
H: 2.120 -4.521 4.423

Largest force on an atom (eV/Å): 6.40
Highest occupied orbital energy (alpha / beta) (eV): -8.105 / -9.820
Expectation value of S²: 12.0140
2S+1: 7
HOMO-LUMO gap (alpha / beta) (eV): 7.491 / 6.553

***

[5]
CHI3O as an isolated structure. Source: OMol25; level of theory: ωB97M-V/def2-TZVPD.

Positions of all 6 atoms, in Å:
C: 3.304 -2.883 -1.112
O: 2.914 -3.784 -0.486
I: 4.558 -1.442 -0.073
I: -0.241 -0.730 1.094
I: 2.758 -2.311 -3.019
H: 0.840 -0.272 2.183

Largest force on an atom (eV/Å): 1.61
Highest occupied orbital energy (eV): -9.784
ΔE to the lowest compared entry with this formula, charge and spin (kcal per mole): 10.5
HOMO-LUMO gap (eV): 8.916

***

[6]
A 3-piece molecular cluster, C3H12NO2 overall. Source: OMol25; level of theory: ωB97M-V/def2-TZVPD.

Positions of all 18 atoms, in Å:
C: 0.514 -1.950 0.871
C: 1.535 -0.850 0.878
C: 2.567 -0.593 1.700
N: 1.164 0.255 -0.049
H: -0.213 -1.833 1.682
H: -0.062 -2.019 -0.043
H: 0.981 -2.906 1.095
H: 3.453 -0.167 1.225
H: 2.564 -1.050 2.674
H: 1.293 -0.092 -1.007
H: 1.671 1.095 0.212
H: 0.152 0.401 -0.049
H: -1.657 1.354 -1.228
H: -0.774 2.249 -1.921
O: -0.710 1.599 -1.217
H: -4.292 1.980 -2.171
H: -4.436 1.138 -1.010
O: -3.749 1.388 -1.640

Total charge: +1
Largest force on an atom (eV/Å): 2.47
Highest occupied orbital energy (eV): -13.919
ΔE to the lowest compared entry with this formula, charge and spin (kcal per mole): 40.2
HOMO-LUMO gap (eV): 10.587

***

[7]
A 2-piece molecular cluster, C8H6Si overall. Source: OMol25; level of theory: ωB97M-V/def2-TZVPD.

Positions of all 15 atoms, in Å:
C: 3.242 0.228 0.487
C: 0.299 -3.048 0.001
C: -3.171 -0.553 -0.665
C: 2.122 -0.217 0.381
C: 0.394 -1.858 0.112
C: -2.040 -0.422 -0.291
C: 0.705 -0.497 0.294
C: -0.158 0.506 0.119
Si: -0.290 2.348 -0.022
H: 4.236 0.513 0.549
H: 0.074 -4.078 -0.204
H: -4.209 -0.928 -0.783
H: 0.976 2.920 -0.780
H: -0.364 2.791 1.366
H: -1.816 2.295 -0.564

Largest force on an atom (eV/Å): 5.57
Highest occupied orbital energy (eV): -9.444
ΔE to the lowest compared entry with this formula, charge and spin (kcal per mole): 65.7
HOMO-LUMO gap (eV): 9.066

***

[8]
A 2-piece molecular cluster, C4H11N2O2 overall. Source: OMol25; level of theory: ωB97M-V/def2-TZVPD.

Positions of all 19 atoms, in Å:
C: -2.732 -1.687 -1.377
N: -1.781 -1.522 -0.284
C: -0.716 -0.593 -0.554
O: -0.113 -0.107 0.525
H: -2.945 -0.745 -1.909
H: -3.651 -2.119 -0.998
H: -2.290 -2.306 -2.161
H: -2.255 -1.230 0.561
H: -1.102 0.279 -1.141
H: 0.035 -1.039 -1.235
O: 2.007 0.761 -1.295
C: 1.612 1.236 -0.259
C: 2.427 1.202 1.021
N: 1.620 1.441 2.210
H: 0.809 1.998 -0.267
H: 2.980 0.261 1.026
H: 3.095 2.053 0.870
H: 0.836 0.804 2.220
H: 2.165 1.312 3.049

Largest force on an atom (eV/Å): 1.64
Highest occupied orbital energy (alpha / beta) (eV): -9.431 / -9.391
Expectation value of S²: 0.7554
2S+1: 2
ΔE to the lowest compared entry with this formula, charge and spin (kcal per mole): 46.9
HOMO-LUMO gap (alpha / beta) (eV): 10.368 / 7.162